1.
{
  "formula": "C16H18ClO2PRu",
  "method": "ωB97M-V/def2-TZVPD",
  "charge": 2,
  "e_above_lowest_ev": 0.514,
  "multiplicity": 5,
  "homo_ha": [-0.504, -0.585],
  "e_tot_ha": -1666.64457,
  "symbols": ["Cl", "C", "C", "C", "H", "C", "C", "H", "H", "H", "C", "Ru", "C", "C", "O", "O", "H", "H", "H", "C", "P", "C", "C", "C", "C", "C", "C", "C", "H", "H", "H", "H", "H", "H", "H", "H", "H", "H", "H"],
  "xyz": [[1.673, -3.615, -0.554], [-1.361, -1.594, -1.455], [-2.113, -1.367, -0.238], [-2.201, -2.638, 0.455], [-2.632, -0.460, 0.024], [-1.528, -3.631, -0.322], [-0.973, -2.979, -1.484], [-0.403, -3.473, -2.270], [-1.187, -0.897, -2.249], [-2.795, -2.845, 1.343], [-1.412, -5.073, -0.018], [-0.087, -1.832, 0.241], [-0.336, -0.735, 1.780], [1.587, -1.003, 0.052], [-0.528, -0.004, 2.652], [2.604, -0.480, -0.133], [-1.374, -5.218, 1.067], [-0.489, -5.466, -0.461], [-2.265, -5.653, -0.404], [-1.392, 2.501, -0.912], [-0.275, 1.120, -0.544], [0.470, 0.984, -2.206], [0.830, 2.064, 0.588], [2.114, 2.368, 0.131], [2.972, 3.142, 0.911], [2.536, 3.652, 2.137], [1.232, 3.409, 2.569], [0.370, 2.640, 1.787], [-2.088, 2.199, -1.718], [-0.684, 3.289, -1.263], [-1.901, 2.813, 0.020], [0.902, 1.981, -2.402], [1.226, 0.182, -2.261], [-0.337, 0.748, -2.929], [2.448, 1.990, -0.849], [3.975, 3.327, 0.529], [3.216, 4.250, 2.741], [0.871, 3.815, 3.518], [-0.663, 2.491, 2.126]],
  "forces_ev_per_angstrom": [[-0.0852, 0.0706, 0.1424], [-0.9671, -0.6879, 0.1237], [-1.2371, -1.4847, -1.2335], [0.0192, 0.2113, -0.8810], [0.0623, 0.0101, 0.1500], [-0.2618, 0.2104, -0.8796], [-0.9366, -0.5655, -0.1487], [-0.3148, 0.2027, 0.2532], [-0.0171, 0.0212, -0.0945], [0.4012, 0.1782, -0.0507], [0.2933, -0.4001, 0.3396], [0.5518, 1.7247, 2.0602], [-0.4345, 1.1380, 3.3368], [4.8142, 0.4972, -1.1945], [0.3749, -1.7088, -2.0549], [-2.5845, -1.0167, 0.7133], [-0.0082, -0.1289, -0.2102], [-0.2861, -0.0137, 0.1373], [0.1964, 0.3180, 0.0204], [-0.1486, 0.4831, 0.2482], [-0.0462, 0.3679, -0.0012], [0.6753, 0.0281, 0.2297], [0.2863, -0.2217, -2.0538], [1.5166, 0.3060, 0.0210], [0.0270, -1.2237, -2.2851], [-0.1001, 0.4830, 1.0594], [-1.4518, -0.4915, 0.0314], [-0.0519, 0.9747, 2.0288], [0.2217, 0.3379, 0.5602], [-0.9217, -0.2678, 0.1196], [-0.0243, 0.0375, -0.7691], [-0.0931, -0.5586, -0.4560], [-0.2344, 0.5201, -0.1255], [0.4462, 0.4184, 0.4244], [-0.0388, 0.2592, 0.7576], [-0.1909, 0.1440, 0.2440], [-0.1303, -0.1043, -0.0396], [0.1807, -0.0767, -0.3940], [0.4977, 0.0083, -0.1291]]
}

***

2.
{
  "formula": "C2H7NO3",
  "method": "ωB97M-V/def2-TZVPD",
  "e_above_lowest_ev": 1.392,
  "homo_ha": -0.372,
  "e_tot_ha": -360.86250,
  "smiles": "O=CO.NCO",
  "symbols": ["O", "C", "O", "H", "H", "N", "C", "O", "H", "H", "H", "H", "H"],
  "xyz": [[2.119, 0.259, -0.067], [1.427, 1.211, 0.111], [1.862, 2.460, 0.461], [0.340, 1.242, -0.006], [2.691, 2.628, -0.010], [-1.300, -0.378, -0.859], [-0.788, -1.355, 0.113], [-0.461, -0.723, 1.353], [-2.304, -0.474, -0.985], [-0.943, -0.599, -1.782], [0.182, -1.650, -0.285], [-1.488, -2.165, 0.283], [-1.336, -0.458, 1.673]],
  "forces_ev_per_angstrom": [[0.3265, -0.0262, -0.2644], [-0.5086, 0.6789, 0.1181], [-0.0454, -0.1421, -0.6713], [-0.0052, -0.2928, 0.2635], [0.3254, -0.1508, 0.4840], [-0.5402, -0.4867, -0.1941], [1.0200, 1.1539, -0.4051], [-1.1682, -0.2738, -0.3473], [0.0000, 0.1472, 0.2956], [0.2941, 0.1443, 0.0934], [-0.1725, -0.5900, 0.1806], [0.0475, -0.3631, 0.0024], [0.4266, 0.2012, 0.4445]]
}

***

3.
{
  "formula": "C25H18F3MoN5O8S",
  "method": "ωB97M-V/def2-TZVPD",
  "multiplicity": 3,
  "homo_ha": [-0.310, -0.311],
  "e_tot_ha": -2605.14345,
  "symbols": ["Mo", "N", "C", "C", "C", "C", "C", "C", "S", "O", "O", "N", "C", "N", "C", "C", "C", "N", "H", "H", "H", "H", "H", "H", "H", "H", "H", "F", "C", "F", "F", "O", "C", "O", "C", "C", "C", "C", "C", "C", "N", "O", "O", "H", "H", "H", "H", "O", "C", "O", "C", "C", "C", "C", "C", "C", "H", "H", "H", "H", "H"],
  "xyz": [[0.149, 0.074, -0.098], [-7.029, 2.435, -4.443], [-6.152, 2.030, -3.463], [-5.332, 0.912, -3.665], [-4.486, 0.480, -2.666], [-4.438, 1.162, -1.457], [-5.239, 2.273, -1.243], [-6.096, 2.702, -2.238], [-3.379, 0.584, -0.191], [-3.558, 1.399, 0.979], [-3.514, -0.839, -0.095], [-1.839, 0.837, -0.785], [-1.401, 2.120, -0.860], [-2.146, 3.210, -1.036], [-1.485, 4.352, -1.100], [-0.096, 4.459, -0.988], [0.597, 3.291, -0.774], [-0.061, 2.133, -0.716], [-6.895, 2.090, -5.376], [-7.435, 3.350, -4.372], [-5.377, 0.379, -4.607], [-3.866, -0.395, -2.816], [-5.178, 2.795, -0.299], [-6.732, 3.562, -2.071], [-2.090, 5.240, -1.245], [0.409, 5.410, -1.049], [1.671, 3.264, -0.641], [1.632, -1.700, 1.728], [1.485, -1.651, 0.373], [2.751, -1.659, -0.121], [0.946, -2.829, -0.001], [-1.944, -2.791, 1.802], [-1.595, -1.659, 1.934], [-0.892, -1.011, 0.985], [-2.049, -0.757, 3.039], [-1.362, 0.397, 3.394], [-1.830, 1.201, 4.418], [-2.995, 0.826, 5.059], [-3.698, -0.319, 4.733], [-3.209, -1.119, 3.716], [-3.510, 1.690, 6.143], [-2.915, 2.726, 6.367], [-4.523, 1.336, 6.711], [-0.442, 0.670, 2.893], [-1.316, 2.100, 4.719], [-4.602, -0.566, 5.267], [-3.722, -2.023, 3.422], [1.688, 0.284, -1.629], [2.474, 0.775, -0.770], [1.996, 0.925, 0.413], [3.846, 1.188, -1.091], [4.679, 1.665, -0.084], [5.972, 2.049, -0.396], [6.424, 1.957, -1.705], [5.591, 1.478, -2.709], [4.298, 1.090, -2.404], [4.309, 1.718, 0.931], [6.629, 2.415, 0.381], [7.436, 2.256, -1.946], [5.953, 1.403, -3.725], [3.634, 0.705, -3.166]],
  "forces_ev_per_angstrom": [[0.8159, -0.0292, -0.4439], [-0.0964, -0.0427, 0.0054], [0.0552, -0.0080, 0.0103], [-0.0117, 0.0136, -0.0019], [-0.0083, -0.0230, 0.0147], [-0.0282, 0.0022, -0.0064], [0.0013, 0.0163, -0.0158], [0.0186, -0.0146, 0.0117], [0.0112, -0.1387, -0.1325], [-0.0128, 0.0169, -0.0222], [0.0216, 0.0243, -0.0192], [0.1147, 0.0813, 0.2338], [-0.1204, -0.0231, -0.1545], [-0.0012, 0.0167, -0.0045], [0.0765, 0.0204, 0.0074], [-0.0483, -0.0145, -0.0191], [-0.0398, -0.0452, -0.0480], [-0.0515, 0.2838, 0.1383], [0.0240, 0.0166, -0.0200], [0.0160, 0.0283, -0.0120], [0.0012, -0.0039, -0.0040], [0.0034, -0.0105, -0.0009], [-0.0032, 0.0042, 0.0115], [-0.0047, 0.0090, 0.0050], [0.0011, 0.0103, -0.0046], [-0.0118, 0.0098, 0.0011], [-0.0089, -0.0201, 0.0265], [0.0167, -0.0384, -0.0946], [-0.0510, -0.1195, 0.0395], [-0.0650, 0.0233, 0.0439], [0.0028, 0.0812, -0.0301], [0.2732, -0.1408, 0.2342], [-0.6590, 0.0919, -0.5401], [-0.0981, 0.1639, 0.5741], [0.1553, -0.0967, 0.1993], [0.0447, 0.0088, 0.0268], [-0.0124, -0.0307, -0.0381], [0.0212, -0.0077, 0.1108], [0.0306, -0.0023, -0.0309], [0.0206, 0.0066, -0.0213], [-0.2120, 0.1944, -0.2437], [0.0297, -0.1261, 0.0909], [0.1288, -0.0291, 0.0647], [-0.0101, -0.0299, -0.0436], [0.0023, 0.0080, 0.0076], [-0.0056, 0.0015, 0.0019], [0.0026, -0.0017, -0.0050], [-0.2593, -0.0554, 0.0508], [0.0195, 0.0138, -0.0314], [-0.0794, -0.1161, 0.0987], [-0.0117, 0.0161, -0.0337], [-0.0128, 0.0019, -0.0034], [0.0044, 0.0022, 0.0039], [0.0061, 0.0022, -0.0069], [-0.0004, -0.0010, 0.0032], [0.0027, -0.0008, 0.0164], [-0.0008, -0.0011, 0.0067], [0.0032, 0.0025, 0.0044], [0.0040, 0.0014, -0.0009], [0.0025, -0.0009, -0.0056], [-0.0068, -0.0021, -0.0045]]
}